[1]
DFT (ωB97M-V/def2-TZVPD) results for a molecular structure, C4H12N2S at a distorted geometry.

```
19
Properties=species:S:1:pos:R:3:mulliken_charge:R:1
C 0.84770 1.81994 0.98785 -0.57
N 1.22903 1.43543 -0.30900 -0.29
C 0.64955 0.15695 -0.82399 0.03
C -0.75647 0.40992 -1.34863 -0.95
S -1.18468 -0.73337 -2.63538 -0.28
C 0.56458 -0.99885 0.15589 -0.46
N 0.06732 -0.57601 1.43589 -0.58
H 0.45683 2.83430 0.98087 0.31
H 1.72831 1.76486 1.63601 0.27
H 0.29758 0.66126 1.36629 0.36
H 0.91329 2.16351 -0.92939 0.29
H 1.29179 -0.14814 -1.64231 0.29
H -0.83750 1.42486 -1.73813 0.33
H -1.46798 0.38018 -0.51058 0.33
H -2.96538 -3.24267 0.28215 -0.04
H -2.90903 -3.19364 1.01769 0.04
H 1.51056 -1.52367 0.25720 0.37
H -0.15482 -1.69568 -0.32714 0.23
H 0.71931 -0.93918 2.14473 0.31
```

Values from the calculation:
Charge: 0
M, g mol⁻¹: 120.22
2S+1: 1
Orbital gap, eV: 4.035
HOMO, Eh: -0.259

***

[2]
DFT (ωB97M-V/def2-TZVPD) results for 32 unconnected molecules or ions with the total composition C9H81N2O34P at a distorted geometry.

```
127
Properties=species:S:1:pos:R:3:mulliken_charge:R:1
C 3.71983 -2.00198 -0.02111 -0.88
C 3.50917 -0.51674 0.25931 -0.09
N 2.49825 -0.08242 -0.72431 0.24
C 1.93970 1.21643 -0.53211 -0.31
O 1.59498 1.49539 0.85435 -0.44
C 0.38444 0.96828 1.12153 0.01
O -0.02287 0.73613 2.23891 -0.48
C -0.36157 0.75357 -0.20243 0.27
C -1.80721 1.22911 -0.12296 -0.96
C -2.59966 0.02767 0.39843 -0.37
C -2.98305 -0.95030 -0.72764 -0.50
N -2.38142 -2.24964 -0.44067 0.03
C 0.58470 1.30330 -1.27181 -0.26
P 0.42083 0.17155 -2.69248 1.08
O -0.90383 0.23258 -3.36972 -0.77
H 2.73149 -2.45917 0.09307 0.09
H 4.45126 -2.44055 0.64419 0.37
H 3.98104 -2.12006 -1.07223 0.21
H 4.41633 0.08149 0.20384 0.51
H 3.08622 -0.46104 1.26376 -0.04
H 1.73689 -0.73781 -0.57534 -0.30
H 2.63611 2.00497 -0.80567 0.41
H -0.35826 -0.33947 -0.33299 0.34
H -2.18183 1.53484 -1.09974 0.39
H -1.88925 2.06942 0.57514 0.44
H -3.45303 0.34610 0.98798 0.99
H -1.91605 -0.53715 1.02760 -0.32
H -4.07867 -0.99284 -0.74737 0.40
H -2.64604 -0.60396 -1.69853 0.13
H -2.75655 -2.67342 0.39584 -0.01
H -2.49208 -2.89204 -1.21509 -0.02
H 0.34373 2.28630 -1.67885 0.64
H 0.58178 -1.10997 -2.12863 -0.17
H 1.49127 0.34146 -3.57298 -0.28
O 2.83733 2.13074 -4.07969 -0.49
H 2.87377 3.07165 -4.27146 0.23
H 3.60902 1.77277 -4.53554 0.30
O 3.95191 -3.97194 2.37388 -0.55
H 4.35327 -4.53281 3.04394 0.28
H 3.04406 -4.28829 2.31718 0.24
O 5.46666 3.25961 -4.60537 -0.67
H 5.30024 3.78590 -3.81476 0.33
H 6.18387 2.66133 -4.35619 0.33
O -0.86681 -3.17274 -2.76125 -0.55
H -0.95561 -2.24320 -3.01271 0.25
H -0.08359 -3.47814 -3.23518 0.33
O -3.78329 1.06813 -2.99483 -0.57
H -3.81088 2.02584 -3.10500 0.26
H -2.97534 0.80814 -3.46049 0.31
O -4.23825 -0.12164 3.21645 -0.59
H -4.79737 0.56363 3.59587 0.29
H -3.34788 0.24236 3.25111 0.29
O 2.82077 0.16946 3.51542 -0.59
H 1.91721 0.20411 3.17794 -0.04
H 2.72824 -0.01134 4.45590 0.36
O 1.64027 -2.77788 3.67046 -0.29
H 1.20418 -2.43555 4.46408 0.07
H 1.91837 -1.98869 3.19505 0.36
O 0.50804 1.26067 5.26510 -0.57
H 0.82137 1.60205 4.41834 0.26
H -0.45082 1.35147 5.21782 0.26
O -1.16884 2.95734 7.51049 -0.64
H -0.87168 3.84846 7.30014 0.29
H -0.59457 2.40165 6.97570 0.38
O -1.13302 -2.15607 2.45708 -0.45
H -1.77477 -2.47600 3.10270 0.32
H -0.88927 -1.27595 2.77294 -0.05
O -4.78954 3.92844 -2.05659 -0.63
H -5.45565 3.62418 -1.43266 0.30
H -4.60099 4.83747 -1.79159 0.33
O -2.94239 5.30743 -0.51293 -0.68
H -2.40867 5.54553 0.25064 0.30
H -2.81112 4.35881 -0.62780 0.41
O 8.06218 2.15486 -5.44213 -0.61
H 8.11048 3.09316 -5.64765 0.30
H 8.82022 1.75846 -5.88035 0.30
O 1.72043 -4.64519 -2.13026 -0.60
H 1.22829 -5.47203 -2.08638 0.38
H 1.40239 -4.14924 -1.36717 0.21
O -5.16556 3.78272 -5.08297 -0.62
H -6.08201 3.69164 -5.38463 0.35
H -5.19636 3.61588 -4.13387 0.33
O -3.54300 -4.72977 0.90303 -0.54
H -4.26972 -5.23675 0.53070 0.21
H -2.91405 -5.38617 1.23406 0.32
O 0.20340 -1.67131 6.22637 -0.53
H -0.01026 -2.30735 6.91588 0.26
H 0.32326 -0.84151 6.70248 0.28
O 3.81135 -0.71422 -4.41295 -0.66
H 2.89183 -0.77182 -4.68955 0.34
H 3.77768 -0.76426 -3.44838 0.33
O -1.03518 -5.29308 2.05344 -0.58
H -1.03385 -4.33060 2.15451 0.38
H -0.33120 -5.44797 1.40840 0.24
O -7.67829 4.46441 -6.24558 -0.66
H -7.42707 5.00505 -7.00107 0.30
H -8.58635 4.21921 -6.43456 0.31
O 5.87046 6.14707 -3.56734 -0.60
H 5.89236 7.09151 -3.75183 0.31
H 6.64461 5.80160 -4.02274 0.29
O -2.98314 -5.37100 -1.50840 -0.57
H -2.76306 -4.96606 -2.35588 0.25
H -3.90460 -5.63270 -1.58989 0.28
O -0.13701 -0.26785 8.79647 -0.62
H -1.04122 -0.04761 8.54456 0.32
H -0.13791 -0.18585 9.75449 0.27
O 4.43531 -3.42676 -3.00682 -0.60
H 4.69330 -3.02763 -3.84518 0.30
H 3.47370 -3.50776 -3.06918 0.30
O 3.66425 7.18535 -1.42272 -0.63
H 3.67667 8.13201 -1.58890 0.31
H 4.44161 6.84508 -1.88043 0.33
O -3.26288 -6.40877 4.29747 -0.65
H -2.66053 -6.18206 3.57834 0.33
H -2.73633 -6.96499 4.87810 0.30
O -9.25643 6.20041 -7.95957 -0.64
H -9.99220 5.75567 -8.39209 0.32
H -9.65724 6.67994 -7.22746 0.33
O 1.49707 4.32301 7.44185 -0.62
H 2.06437 4.10657 6.69574 0.31
H 1.88337 3.85029 8.18512 0.32
O 3.58051 -3.08044 6.27665 -0.65
H 3.93078 -2.89267 5.39944 0.31
H 2.62841 -3.02397 6.15174 0.35
O 0.11720 -6.00578 -1.08087 -0.69
H 0.05688 -6.93564 -1.31839 0.30
H -0.80185 -5.70207 -1.07911 0.37
```

Values from the calculation:
Charge: 0
M, g mol⁻¹: 792.70
2S+1: 1
Orbital gap, eV: 7.960
HOMO, Eh: -0.292

***

[3]
DFT (ωB97M-V/def2-TZVPD) results for a molecular structure, C17H16NO2S4TeTi.

```
42
Properties=species:S:1:pos:R:3:mulliken_spin:R:1
Ti 0.45786 1.54788 0.91886 1.96
O -1.21581 0.05238 1.10263 -0.02
C -0.81249 -0.13764 2.46028 0.05
C -0.07718 -1.46394 2.60582 -0.01
C 0.74761 -1.90450 1.38873 -0.01
C 2.08358 -1.25260 1.14994 0.03
C 3.24889 -2.01074 1.22736 -0.01
C 4.46116 -1.44855 0.88349 0.02
C 4.47256 -0.13289 0.45740 -0.02
C 3.28052 0.56577 0.43909 0.03
N 2.11166 0.03365 0.79480 0.00
H -1.82841 0.84018 1.05223 0.01
H -1.68442 -0.09331 3.11565 0.00
H -0.17624 0.70818 2.81729 -0.03
H -0.82286 -2.24404 2.77533 0.00
H 0.55296 -1.41524 3.50174 0.00
H 0.14176 -1.76183 0.49156 0.01
H 0.92487 -2.97661 1.48804 0.00
H 3.18052 -3.04210 1.54718 0.00
H 5.37385 -2.02848 0.93415 0.00
H 5.38193 0.36668 0.15285 0.00
H 3.24952 1.60569 0.13889 0.01
O -3.65763 4.38737 -3.97073 0.00
C -2.94135 3.94958 -3.10258 0.00
S -3.34746 3.94035 -1.38277 0.00
C -1.87024 3.19343 -0.79602 0.00
C -0.94790 2.88110 -1.71954 0.01
S 0.61596 2.12353 -1.43437 -0.01
S -1.34228 3.25485 -3.38731 0.00
S -1.73781 2.97862 0.95029 -0.01
Te 2.01367 3.07463 2.79481 -0.03
C 2.41628 1.37453 4.02035 -0.01
C 3.50053 0.52164 3.82465 0.01
C 3.67783 -0.61537 4.60228 0.00
C 2.78803 -0.91867 5.62170 0.00
C 1.72018 -0.06247 5.85664 0.00
C 1.53667 1.06075 5.06272 0.02
H 4.21331 0.73965 3.04216 0.00
H 4.52449 -1.26462 4.41032 0.00
H 2.93063 -1.80132 6.23294 0.00
H 1.02027 -0.27108 6.65820 0.00
H 0.69821 1.72139 5.25620 0.00
```

Values from the calculation:
Charge: -1
M, g mol⁻¹: 570.06
2S+1: 3
Orbital gap (spin up / spin down), eV: 5.851 / 6.356
HOMO (spin up / spin down), Eh: -0.128 / -0.146

***

[4]
DFT (ωB97M-V/def2-TZVPD) results for a molecular structure, C28H33CrF5N2PS3.

```
73
Properties=species:S:1:pos:R:3:mulliken_spin:R:1
Cr -0.15890 0.17507 0.24191 1.45
F 6.27712 1.85590 0.35390 0.00
C 4.98293 1.87856 0.04448 0.00
C 4.14741 0.86000 0.46675 0.00
F 4.61807 -0.16399 1.17964 0.00
C 2.81658 0.93484 0.12478 -0.03
F 1.98181 -0.08215 0.52655 0.03
C 2.24734 1.94752 -0.61829 0.00
S 0.52837 1.93676 -0.98322 -0.06
C 3.11542 2.95458 -1.02795 0.01
F 2.65864 3.97604 -1.74883 0.00
C 4.46111 2.92371 -0.70290 0.00
F 5.26897 3.90136 -1.10553 0.00
S -2.30084 0.61006 -0.23005 -0.15
C -3.08175 0.67969 1.32059 -0.01
C -4.49962 0.88158 1.33466 0.00
N -5.64069 1.01598 1.32529 0.00
C -2.37505 0.53384 2.46645 0.01
S -0.65240 0.27482 2.42598 -0.16
C -3.00569 0.55153 3.75036 0.00
N -3.50118 0.54400 4.78720 0.00
C 2.11242 -4.17061 -3.23852 0.00
C 0.96845 -3.22755 -3.59112 0.00
C -0.00324 -3.08180 -2.40745 0.01
C 0.72057 -3.20778 -1.04916 -0.06
C 2.14079 -2.64715 -1.20174 0.01
C 2.96582 -3.57118 -2.10868 0.00
P -0.19439 -2.37477 0.31636 -0.03
C 0.51529 -3.03958 1.89900 -0.03
C 1.72563 -2.25740 2.43935 0.01
C 2.30383 -2.98764 3.64781 0.00
C 2.94365 -4.32257 3.22495 0.00
C 2.32349 -4.84221 1.92380 0.00
C 0.82376 -4.56176 1.88885 0.00
C -1.95212 -2.93957 0.38548 -0.02
C -2.82824 -2.69674 -0.85211 0.00
C -4.29592 -2.62368 -0.41054 -0.01
C -4.58209 -3.59058 0.75118 0.00
C -3.65926 -4.80099 0.65732 0.00
C -2.18333 -4.39264 0.84311 -0.01
H 2.73262 -4.37350 -4.11207 0.00
H 1.69594 -5.13369 -2.92860 0.00
H 0.42309 -3.58532 -4.46515 0.00
H 1.37855 -2.25160 -3.86436 0.00
H -0.77754 -3.84533 -2.47414 0.00
H -0.51080 -2.11589 -2.47754 0.00
H 0.80698 -4.26736 -0.78634 0.00
H 2.64434 -2.53060 -0.24132 0.01
H 2.07365 -1.64542 -1.63969 0.01
H 3.40189 -4.37329 -1.50806 0.00
H 3.80180 -3.00630 -2.52598 0.00
H -0.30360 -2.85112 2.60276 0.00
H 1.42120 -1.25039 2.71929 0.01
H 2.50824 -2.15295 1.68556 0.00
H 1.49945 -3.16146 4.36849 0.00
H 3.03459 -2.35445 4.15198 0.00
H 2.80420 -5.06316 4.01520 0.00
H 4.02132 -4.20424 3.09716 0.00
H 2.50344 -5.91317 1.81745 0.00
H 2.80065 -4.36766 1.06045 0.00
H 0.35829 -5.01692 2.76774 0.00
H 0.37910 -5.06278 1.02976 0.00
H -2.32125 -2.27209 1.17750 0.01
H -2.69378 -3.53517 -1.53717 0.00
H -2.55672 -1.79581 -1.39703 0.00
H -4.93522 -2.85979 -1.26376 0.00
H -4.53960 -1.60326 -0.11433 0.00
H -5.62760 -3.89842 0.73860 0.00
H -4.42746 -3.08797 1.71076 0.00
H -3.79157 -5.26639 -0.32327 0.00
H -3.92219 -5.56019 1.39506 0.00
H -1.55156 -5.07725 0.27022 0.00
H -1.90114 -4.49781 1.89281 0.00
```

Values from the calculation:
Charge: 0
M, g mol⁻¹: 671.75
2S+1: 2
Orbital gap (spin up / spin down), eV: 6.675 / 7.719
HOMO (spin up / spin down), Eh: -0.315 / -0.313

***

[5]
DFT (ωB97M-V/def2-TZVPD) results for a single C2H4S2 molecule at a distorted geometry.

```
8
Properties=species:S:1:pos:R:3:mulliken_charge:R:1
C 0.51751 -0.72366 0.29484 -1.10
C -0.29112 0.27509 -0.44697 0.02
S -1.59338 1.16230 0.42929 -0.14
S 0.11012 2.06195 -0.17648 -0.15
H -0.17186 -1.38775 0.59605 0.33
H 1.03559 -0.37509 1.17561 0.36
H 1.26967 -1.13504 -0.30103 0.34
H -0.87654 0.12219 -1.57131 0.33
```

Values from the calculation:
Charge: 0
M, g mol⁻¹: 92.19
2S+1: 1
Orbital gap, eV: 8.516
SMILES: CC1SS1
HOMO, Eh: -0.299

***

[6]
DFT (ωB97M-V/def2-TZVPD) results for a single C6H8 molecule at a distorted geometry.

```
14
Properties=species:S:1:pos:R:3:mulliken_charge:R:1
C 1.94615 -0.89384 -0.73908 -0.62
C 1.51247 -0.83033 0.49915 -0.18
C 0.73962 0.27814 1.13592 -0.07
C -0.36915 0.63840 0.25218 0.10
C -1.82950 0.51865 0.37526 -0.57
C -1.11276 0.07872 -0.88523 -0.67
H 2.67036 -1.61872 -1.10146 0.27
H 0.29684 0.03783 2.10950 0.25
H 1.47852 1.06580 1.30105 0.25
H 1.59022 -0.14847 -1.46719 0.24
H -2.36460 1.46878 0.32811 0.21
H -2.28858 -0.21839 1.03040 0.27
H -1.00578 -0.99961 -1.02368 0.29
H -1.26380 0.62303 -1.81494 0.22
```

Values from the calculation:
Charge: 0
M, g mol⁻¹: 80.13
2S+1: 1
Orbital gap (spin up / spin down), eV: 8.992 / 7.830
HOMO (spin up / spin down), Eh: -0.317 / -0.293

***

[7]
DFT (ωB97M-V/def2-TZVPD) results for a molecular structure, C27H29BBrF8NO4PPt at a distorted geometry.

```
73
Properties=species:S:1:pos:R:3:mulliken_charge:R:1
Pt -0.00015 0.80876 1.22959 2.80
C -0.91158 1.30035 4.32476 -0.81
O 0.14708 0.82003 3.44860 -0.35
C 1.47109 1.22569 3.81397 -0.63
C 2.38021 0.46237 2.89401 -0.31
O 2.05751 0.81311 1.50481 -0.58
C 3.01873 0.16153 0.62090 -0.49
H -0.71728 0.91698 5.32484 0.38
H -1.84932 0.90768 3.93894 0.19
H -0.92800 2.39094 4.33404 0.38
H 1.68224 0.95757 4.85119 0.55
H 1.59128 2.30820 3.70965 0.30
H 2.23494 -0.61296 3.00936 0.07
H 3.42725 0.71607 3.05579 0.53
H 3.99708 0.58806 0.83365 0.44
H 2.72897 0.35967 -0.39584 0.13
H 3.01467 -0.91069 0.81937 0.24
F -0.63729 6.97572 -1.92137 -0.22
C -0.51814 5.69147 -1.73645 0.64
C -0.48159 4.81913 -2.81454 0.23
F -0.56311 5.28347 -4.03604 -0.23
C -0.34602 3.44958 -2.60634 0.36
F -0.27648 2.68719 -3.68657 -0.37
C -0.27754 2.89563 -1.33014 -0.80
P -0.20080 1.07871 -1.13268 0.83
C 1.20185 0.63219 -2.13398 0.69
C 1.25266 -0.59558 -2.80231 -0.78
C 2.32097 -0.87243 -3.63761 -1.01
C 3.34602 0.05266 -3.79514 -0.66
C 3.31016 1.27134 -3.12361 -0.94
C 2.24466 1.56049 -2.29388 -0.13
C -1.66978 0.26686 -1.76136 1.28
C -1.79324 0.26600 -3.16081 -0.60
C -2.92778 -0.26455 -3.74882 -0.95
C -3.91997 -0.83386 -2.96359 -0.75
C -3.77829 -0.87657 -1.58426 -0.96
C -2.65317 -0.33999 -0.97767 -0.30
C -0.28666 3.81246 -0.28058 0.42
Br -0.01013 3.24599 1.50698 0.00
C -0.39754 5.17478 -0.44773 0.23
F -0.36909 5.98030 0.59648 -0.28
H 0.45262 -1.31068 -2.68798 0.65
H 2.35215 -1.80748 -4.17978 0.49
H 4.17652 -0.17329 -4.45108 0.48
H 4.10463 1.99221 -3.25957 0.52
H 2.21327 2.51898 -1.78855 0.53
H -1.01700 0.66723 -3.79433 0.48
H -3.03809 -0.22007 -4.82379 0.49
H -4.80119 -1.25259 -3.43120 0.47
H -4.54849 -1.32057 -0.96962 0.55
H -2.55106 -0.42220 0.09032 0.45
F -4.64124 0.25567 1.46021 -0.22
B -4.33962 1.49981 1.77821 0.68
F -1.88774 1.03144 1.45161 -0.62
F -4.08447 1.80265 3.03415 -0.21
F -4.21506 2.40963 0.83720 -0.19
O 0.19803 -2.00058 -0.47943 -0.64
C -0.02309 -2.10376 0.70505 0.54
O -0.07585 -1.13500 1.57503 -1.08
C -0.32352 -3.44359 1.37141 -0.27
N -0.10225 -4.53569 0.34625 0.03
C 0.99947 -5.43382 0.87542 -0.58
C 0.81946 -5.31361 2.37691 -0.78
C 0.56749 -3.81661 2.56731 -0.51
H -1.38044 -3.44029 1.63887 0.39
H 0.12950 -4.09079 -0.55073 0.27
H -0.95671 -5.07652 0.21217 0.42
H 1.94369 -5.00795 0.53859 0.27
H 0.88489 -6.43164 0.46085 0.43
H 1.68693 -5.67716 2.92195 0.40
H -0.04751 -5.89296 2.70091 0.33
H 1.50913 -3.26584 2.51861 0.22
H 0.08114 -3.57927 3.50940 0.43
```

Values from the calculation:
Charge: +3
M, g mol⁻¹: 900.28
2S+1: 1
Orbital gap, eV: 6.439
HOMO, Eh: -0.629

***

[8]
DFT (ωB97M-V/def2-TZVPD) results for 3 unconnected molecules or ions with the total composition C3H3N2O2 at a distorted geometry.

```
10
Properties=species:S:1:pos:R:3:mulliken_charge:R:1
C 0.95479 2.44248 1.80077 0.05
C 1.02276 -1.22044 -1.36701 0.70
C -2.37885 -1.51227 -0.52037 0.05
N 1.01692 1.63000 1.01213 0.10
N -1.42081 -0.92225 -0.34001 -0.39
O 0.80387 -2.09791 -2.04668 -0.27
O 1.29786 -0.32226 -0.68973 -0.50
H 0.90387 3.23424 2.51696 0.41
H 1.07234 0.82173 0.32211 0.52
H -3.27274 -2.05331 -0.68817 0.34
```

Values from the calculation:
Charge: +1
M, g mol⁻¹: 99.07
2S+1: 1
Orbital gap, eV: 11.886
HOMO, Eh: -0.602